{"formula": "C24H24F10N9O2SSr", "method": "ωB97M-V/def2-TZVPD", "multiplicity": 1, "charge": -1, "relative_energy_kcal_mol": 14.89, "homo_ev": -4.1, "largest_force_ev_per_a": 0.3, "gap_ev": 6.2, "species": ["H", "C", "F", "F", "C", "C", "N", "C", "H", "H", "C", "H", "H", "H", "H", "C", "C", "N", "C", "C", "H", "S", "F", "H", "N", "H", "H", "H", "O", "F", "F", "C", "C", "H", "C", "C", "F", "H", "H", "H", "H", "N", "C", "Sr", "C", "H", "N", "C", "H", "N", "F", "C", "F", "C", "F", "C", "C", "N", "C", "H", "C", "C", "H", "N", "O", "C", "H", "N", "H", "F", "H"], "positions_angstrom": [[-2.25166, 1.74081, -5.11462], [-1.21647, 1.64703, -3.22753], [-5.13352, -2.77112, 4.09322], [4.98020, -1.20151, 4.63203], [-0.76647, -3.45917, -1.10402], [2.99488, -2.82520, 2.11966], [0.12156, 2.80097, 0.47906], [2.60532, -4.01593, -2.39337], [3.22088, -3.37429, -1.76012], [0.28743, -1.49591, -2.96225], [-2.67864, 0.15966, 2.28341], [-0.08697, 2.68614, 2.54978], [-1.36631, 3.60362, -0.76726], [0.23130, 3.45065, -1.50912], [2.03377, 2.74945, -0.31034], [3.88933, -2.67516, 3.16602], [2.20411, 1.96200, 1.66254], [0.68929, -5.19205, -1.35590], [-2.03331, 2.37997, -4.25504], [-4.00610, 0.40880, 2.70830], [2.58950, -3.58533, -3.39534], [-2.10017, -2.54122, -0.70485], [4.49951, -3.73985, 3.72681], [-0.07773, 4.74997, -0.32718], [-1.72030, 1.14733, -2.15153], [3.05010, -5.00651, -2.42795], [-2.50774, 2.75273, 2.64036], [-2.62747, 2.77084, 0.88446], [2.14371, 0.67556, -2.65947], [-2.57334, -3.37673, 3.31663], [1.51740, -1.95751, 0.54433], [-2.26712, -1.17778, 2.53446], [0.87877, 1.89691, -4.74917], [1.71144, 1.21746, -4.93369], [-2.01393, 2.40932, 1.72370], [-3.05457, -2.14017, 3.11330], [2.72096, -4.04911, 1.63593], [1.30740, 2.90344, -4.69795], [-3.52542, 0.86561, -2.77205], [-2.96849, 2.73612, -3.83114], [1.59107, -1.45027, -1.93768], [-1.80555, 0.97850, 1.68959], [3.51551, -0.28889, 3.03788], [-0.18373, 0.17899, -0.09812], [-0.29593, 3.70130, -0.58833], [-1.46696, 3.23185, -4.62916], [0.38536, -3.05208, -1.72327], [0.21841, 1.49013, -3.46621], [1.82872, 3.95769, 0.97727], [0.61434, -1.72345, -2.03027], [-6.06347, -0.23523, 3.65455], [2.59935, -0.37283, 1.95107], [-4.58705, 1.61282, 2.47035], [4.12778, -1.38870, 3.60990], [-1.00058, -1.51927, 2.18578], [1.23702, -4.12389, -1.83842], [2.39320, -1.72486, 1.56645], [-0.54252, -4.77174, -0.92842], [1.57457, 2.92888, 0.66653], [3.27200, 2.21647, 1.65816], [-4.80438, -0.55212, 3.30173], [-0.64196, 3.08260, 1.70152], [-0.75188, 4.17168, 1.84061], [0.89289, 0.91921, -2.49734], [-3.12397, 1.29353, -2.00533], [-4.34807, -1.83692, 3.51495], [1.84933, 2.18505, 2.67686], [1.95386, 0.58512, 1.28461], [0.19370, 1.86742, -5.59697], [3.82887, 0.90888, 3.59554], [-1.16104, -5.39965, -0.44796]], "atomic_forces_ev_per_a": [[-0.020, -0.017, 0.020], [0.022, 0.009, 0.012], [0.005, 0.006, -0.003], [-0.001, -0.002, -0.002], [-0.043, 0.057, 0.028], [0.015, 0.016, 0.015], [0.043, 0.040, 0.032], [0.011, 0.016, -0.003], [0.000, -0.001, 0.005], [0.009, -0.017, -0.005], [0.078, 0.018, -0.027], [-0.006, 0.017, 0.012], [-0.002, 0.006, 0.006], [-0.002, 0.006, -0.002], [0.005, 0.024, -0.002], [-0.002, 0.001, 0.003], [-0.026, 0.084, -0.092], [0.016, -0.006, -0.005], [0.006, 0.036, -0.014], [-0.019, -0.042, -0.002], [0.002, -0.003, 0.001], [0.029, -0.017, -0.059], [0.004, 0.004, 0.000], [-0.002, -0.001, -0.015], [-0.064, -0.097, 0.006], [-0.002, -0.004, 0.001], [-0.037, -0.029, -0.006], [-0.018, 0.026, 0.028], [-0.024, -0.060, -0.023], [0.001, 0.001, -0.004], [-0.073, 0.066, -0.058], [-0.041, -0.032, 0.018], [0.004, -0.022, -0.029], [-0.003, -0.005, 0.005], [0.140, 0.067, -0.035], [-0.012, 0.012, 0.001], [0.007, 0.000, 0.006], [-0.005, 0.003, 0.021], [0.000, -0.082, 0.048], [0.006, -0.009, 0.011], [0.012, -0.027, -0.023], [-0.063, -0.012, -0.026], [0.002, 0.002, 0.006], [-0.063, -0.259, 0.034], [-0.036, -0.011, -0.003], [0.011, -0.013, -0.009], [-0.013, -0.040, 0.037], [-0.020, 0.014, 0.023], [-0.016, 0.016, -0.035], [0.018, 0.111, -0.037], [-0.001, -0.005, 0.004], [-0.001, -0.008, -0.054], [0.013, 0.003, -0.004], [-0.007, -0.005, -0.010], [0.013, 0.052, -0.039], [0.009, -0.022, 0.003], [0.015, -0.026, 0.022], [0.009, 0.002, 0.005], [0.004, -0.047, 0.057], [0.012, -0.049, 0.018], [0.017, 0.005, -0.006], [-0.100, -0.045, 0.025], [0.063, 0.010, -0.020], [0.072, 0.088, 0.030], [0.028, 0.184, -0.013], [0.000, -0.013, 0.003], [0.023, 0.016, 0.002], [0.002, 0.008, 0.131], [0.003, -0.004, -0.002], [-0.005, 0.001, -0.008], [-0.003, 0.001, 0.000]]}